A cluster of 2 separate species, C45H44NSi in total. Source: the Open Molecules 2025 dataset; level of theory: ωB97M-V/def2-TZVPD.

The calculation puts the molar mass at 626.94 g/mol. As for the net charge: +1. As for the energy above the lowest of the compared OMol25 structures with the same formula, charge and spin: 0.0 kcal per mole. The value obtained for the energy is -56740.758 eV. Its frontier orbital gap is 0.1298 Ha.

Last columns: bonded neighbours and bond lengths (Å).
Cartesian coordinates (Å):
1 Si -0.90 2.52 -1.08  C3 1.880, C4 1.879, C18 1.903, C29 1.878
2 N 1.64 1.39 -0.30  C18 1.461, C25 1.361, C42 1.447
3 C -1.22 1.29 -2.47  Si1 1.880, C11 1.405, C13 1.406
4 C -2.48 2.63 -0.07  Si1 1.879, C26 1.405, C39 1.404
5 C 2.39 3.06 1.22  C42 1.535, C46 1.535, H50 1.096, H91 1.095
6 C -3.93 -3.37 2.99  C21 1.493, C28 1.399, C34 1.402
7 C 5.26 -3.92 2.98  C33 1.493, H55 1.097, H71 1.097, H76 1.091
8 C 3.84 -2.71 -1.77  C43 1.395, C45 1.418, H84 1.090
9 C 1.88 -3.14 -3.72  C24 1.394, C47 1.402, H75 1.092
10 C -2.46 -1.47 2.75  C27 1.432, C34 1.380, H63 1.090
11 C -0.67 1.48 -3.75  C3 1.405, C12 1.402, H79 1.094
12 C -0.85 0.51 -4.75  C11 1.402, C16 1.398, H70 1.091
13 C -2.02 0.16 -2.25  C3 1.406, C36 1.402, H80 1.096
14 C -0.03 -1.70 2.77  C27 1.412, C35 1.412, H87 1.094
15 C -1.14 6.31 -2.78  C22 1.397, C23 1.402, H77 1.091
16 C -1.62 -0.62 -4.51  C12 1.398, C36 1.396, H64 1.093
17 C 1.50 -3.69 2.47  C35 1.429, C41 1.385, H81 1.089
18 C 0.40 1.99 0.20  Si1 1.903, N2 1.461, C46 1.555, H83 1.107
19 C -3.73 2.51 2.01  C26 1.404, C37 1.397, H82 1.092
20 C 2.40 -1.47 2.93  C35 1.432, C44 1.379, H86 1.091
21 C -5.32 -3.90 2.98  C6 1.493, H62 1.097, H69 1.096, H72 1.091
22 C 0.18 6.63 -3.10  C15 1.397, C31 1.397, H85 1.093
23 C -1.44 5.10 -2.14  C15 1.402, C29 1.404, H53 1.093
24 C 1.90 -1.95 -3.00  C9 1.394, C45 1.422, H68 1.090
25 C 1.68 0.24 -1.03  N2 1.361, C38 1.373, H61 1.093
26 C -2.52 2.42 1.32  C4 1.405, C19 1.404, H88 1.093
27 C -1.30 -2.29 2.92  C10 1.432, C14 1.412, C30 1.433
28 C -2.82 -4.19 3.23  C6 1.399, C30 1.387, H54 1.094
29 C -0.43 4.16 -1.85  Si1 1.878, C23 1.404, C32 1.406
30 C -1.54 -3.66 3.26  C27 1.433, C28 1.387, H57 1.087
31 C 1.19 5.73 -2.78  C22 1.397, C32 1.404, H56 1.091
32 C 0.89 4.50 -2.17  C29 1.406, C31 1.404, H52 1.092
33 C 3.87 -3.38 2.85  C7 1.493, C41 1.400, C44 1.400
34 C -3.73 -1.99 2.79  C6 1.402, C10 1.380, H49 1.090
35 C 1.25 -2.30 2.74  C14 1.412, C17 1.429, C20 1.432
36 C -2.21 -0.79 -3.25  C13 1.402, C16 1.396, H74 1.091
37 C -4.92 2.84 1.34  C19 1.397, C40 1.398, H67 1.093
38 C 2.80 -0.55 -1.13  C25 1.373, C45 1.446, H58 1.094
39 C -3.68 2.90 -0.75  C4 1.404, C40 1.402, H90 1.096
40 C -4.89 3.03 -0.04  C37 1.398, C39 1.402, H51 1.091
41 C 2.78 -4.21 2.59  C17 1.385, C33 1.400, H78 1.094
42 C 2.82 1.82 0.41  N2 1.447, C5 1.535, H60 1.105, H65 1.103
43 C 3.83 -3.90 -2.50  C8 1.395, C47 1.404, H73 1.088
44 C 3.67 -2.00 2.97  C20 1.379, C33 1.400, H89 1.091
45 C 2.85 -1.72 -1.98  C8 1.418, C24 1.422, C38 1.446
46 C 0.86 3.13 1.15  C5 1.535, C18 1.555, H48 1.097, H59 1.098
47 C 2.84 -4.14 -3.47  C9 1.402, C43 1.404, H66 1.092
48 H 0.55 4.11 0.76  C46 1.097
49 H -4.60 -1.35 2.67  C34 1.090
50 H 2.85 3.95 0.77  C5 1.096
51 H -5.80 3.27 -0.58  C40 1.091
52 H 1.71 3.80 -1.95  C32 1.092
53 H -2.48 4.89 -1.84  C23 1.093
54 H -2.99 -5.25 3.40  C28 1.094
55 H 5.89 -3.61 2.14  C7 1.097
56 H 2.23 5.98 -3.01  C31 1.091
57 H -0.71 -4.30 3.55  C30 1.087
58 H 3.69 -0.33 -0.53  C38 1.094
59 H 0.40 3.00 2.14  C46 1.098
60 H 3.18 1.02 1.08  C42 1.105
61 H 0.75 -0.01 -1.54  C25 1.093
62 H -5.88 -3.57 3.86  C21 1.097
63 H -2.31 -0.40 2.58  C10 1.090
64 H -1.76 -1.37 -5.29  C16 1.093
65 H 3.63 2.06 -0.29  C42 1.103
66 H 2.83 -5.08 -4.03  C47 1.092
67 H -5.85 2.95 1.90  C37 1.093
68 H 1.16 -1.18 -3.22  C24 1.090
69 H -5.88 -3.54 2.10  C21 1.096
70 H -0.38 0.65 -5.73  C12 1.091
71 H 5.74 -3.53 3.89  C7 1.097
72 H -5.33 -4.99 2.96  C21 1.091
73 H 4.58 -4.66 -2.30  C43 1.088
74 H -2.82 -1.68 -3.06  C36 1.091
75 H 1.11 -3.30 -4.47  C9 1.092
76 H 5.26 -5.01 3.03  C7 1.091
77 H -1.95 7.00 -3.02  C15 1.091
78 H 2.95 -5.28 2.48  C41 1.094
79 H -0.09 2.38 -3.97  C11 1.094
80 H -2.51 0.02 -1.27  C13 1.096
81 H 0.68 -4.33 2.15  C17 1.089
82 H -3.75 2.33 3.09  C19 1.092
83 H -0.16 1.22 0.77  C18 1.107
84 H 4.60 -2.53 -1.00  C8 1.090
85 H 0.41 7.58 -3.59  C22 1.093
86 H 2.24 -0.40 3.07  C20 1.091
87 H -0.03 -0.60 2.71  C14 1.094
88 H -1.61 2.16 1.87  C26 1.093
89 H 4.53 -1.35 3.12  C44 1.091
90 H -3.69 3.00 -1.84  C39 1.096
91 H 2.73 2.99 2.26  C5 1.095

Mulliken population analysis, charges in e, atoms 1 to 4: Si -0.003; N 0.825; C 0.125; C 0.728